Entry 1:
Here is an isolated ion of composition CH4N3 and charge +1 in a non-equilibrium geometry from OMol25. Energies are from ωB97M-V/def2-TZVPD.

CARTESIAN COORDINATES (ANGSTROEM)
N1 0.69 -0.96 0.71
N2 -0.11 1.38 -0.30
N3 -0.01 -1.15 -0.55
C1 -0.03 0.16 -0.17
H1 -0.70 1.87 -0.93
H2 0.18 -1.20 1.56
H3 -0.62 -1.97 -0.74
H4 0.60 1.87 0.42

The orbital gap is 10.531 eV. The net charge is +1. The calculation puts the LUMO energy at -0.1717 hartree. As for the SMILES: [NH2+]=C1NN1. The value obtained for the energy above the lowest of the compared OMol25 structures with the same formula, charge and spin is 91.6 kcal/mol. As for the HOMO energy: -15.2040 eV.

=====

Entry 2:
Here is a 9-piece molecular cluster, C35H88N3O9S overall in a non-equilibrium geometry from OMol25. Energies are from ωB97M-V/def2-TZVPD.

CARTESIAN COORDINATES (ANGSTROEM)
S1 -2.42 1.83 -2.08
O1 -1.36 3.68 1.31
O2 -2.73 1.34 -4.64
O3 4.01 -0.32 -0.91
O4 -4.01 7.15 3.97
O5 9.22 -2.13 -4.54
O6 3.45 -1.16 4.16
O7 -3.51 0.21 6.40
O8 1.42 -4.53 -4.31
O9 -4.02 -3.38 -3.04
N1 -0.23 -0.61 -3.75
N2 1.42 0.80 -2.72
N3 -0.44 1.51 -3.99
C1 -6.21 -2.40 -2.45
C2 1.38 0.00 3.54
C3 -4.95 -1.79 6.51
C4 8.26 -1.16 -4.90
C5 -4.95 -5.27 -4.32
C6 2.60 -4.22 -5.04
C7 3.00 -2.57 -0.93
C8 4.75 -0.50 0.30
C9 -2.38 4.66 1.20
C10 3.78 -1.50 -1.67
C11 -3.22 7.24 5.14
C12 -3.65 0.44 5.02
C13 -4.57 9.55 3.83
C14 -5.02 -2.44 -3.39
C15 8.14 -4.03 -5.68
C16 0.59 -6.27 -5.85
C17 -4.61 -0.41 7.05
C18 -1.29 3.59 3.77
C19 -4.00 7.07 6.43
C20 -4.43 -4.74 -3.00
C21 2.19 -1.28 3.52
C22 0.34 0.54 -3.45
C23 8.75 -3.46 -4.41
C24 -5.05 8.11 3.85
C25 3.43 -0.80 5.53
C26 7.11 -1.03 -3.92
C27 -1.83 1.09 -3.66
C28 -1.67 -0.43 -3.39
C29 2.41 -3.12 -6.06
C30 -4.82 1.33 4.65
C31 -1.87 6.09 1.17
C32 6.14 -1.08 0.07
C33 0.32 -4.99 -5.07
C34 2.68 -1.78 6.42
C35 -0.53 3.76 2.47
H1 -6.75 -3.35 -2.45
H2 -4.52 -1.47 -3.37
H3 -0.23 2.43 -3.62
H4 2.04 -2.17 -0.58
H5 -5.25 -1.75 5.46
H6 9.62 -4.05 -4.13
H7 2.82 -3.41 -1.59
H8 -1.36 6.36 2.10
H9 -2.36 -1.05 -3.92
H10 6.10 -2.08 -0.37
H11 6.43 -0.23 -4.23
H12 -0.04 -4.20 -5.74
H13 0.90 -7.06 -5.18
H14 0.19 2.95 2.37
H15 -4.07 9.82 4.77
H16 6.53 -1.95 -3.83
H17 -5.89 -2.20 -1.43
H18 3.12 -2.78 6.33
H19 -2.49 6.43 5.06
H20 -4.08 -2.45 6.58
H21 2.04 -2.21 -5.58
H22 -5.77 0.90 4.93
H23 -4.84 1.50 3.57
H24 -3.32 7.10 7.29
H25 1.94 0.81 3.06
H26 1.13 0.32 4.55
H27 0.19 -1.46 -3.39
H28 3.33 -3.89 -4.29
H29 -4.52 6.11 6.44
H30 -1.83 2.64 3.78
H31 -0.60 3.61 4.61
H32 7.84 -5.07 -5.51
H33 -4.74 7.86 6.57
H34 -1.32 1.73 -1.31
H35 -2.89 4.45 0.25
H36 8.86 -4.00 -6.49
H37 6.67 -1.15 1.02
H38 2.74 -1.47 7.46
H39 6.71 -0.44 -0.60
H40 -5.85 -4.74 -4.64
H41 -1.66 -0.54 -2.33
H42 2.15 1.37 -3.13
H43 4.85 0.49 0.74
H44 8.80 -0.22 -4.96
H45 1.69 -3.41 -6.83
H46 8.04 -3.54 -3.57
H47 0.04 4.69 2.47
H48 2.41 -1.56 2.49
H49 3.35 -2.88 -6.56
H50 -3.70 -0.52 4.48
H51 4.47 -0.76 5.84
H52 3.20 -1.18 -2.54
H53 -3.54 -5.30 -2.71
H54 -3.85 9.70 3.02
H55 -2.03 4.38 3.92
H56 -5.16 -4.89 -2.20
H57 7.88 -1.36 -5.91
H58 -0.31 -6.58 -6.38
H59 1.63 -1.86 6.15
H60 -2.70 6.78 1.03
H61 -2.96 2.28 -4.65
H62 3.53 -2.94 -0.05
H63 3.02 -5.12 -5.50
H64 -5.80 7.96 4.63
H65 4.72 -1.90 -2.06
H66 -2.72 0.91 4.70
H67 7.25 -3.48 -5.99
H68 3.02 0.21 5.65
H69 -4.20 -5.16 -5.10
H70 -5.54 7.89 2.90
H71 -6.91 -1.63 -2.76
H72 -3.13 4.54 1.99
H73 -5.20 -6.33 -4.23
H74 7.49 -0.79 -2.92
H75 -5.49 0.24 7.02
H76 -5.41 10.23 3.69
H77 0.44 -0.14 2.99
H78 1.62 -2.11 3.96
H79 -5.35 -2.60 -4.43
H80 -0.48 -5.17 -4.35
H81 -4.32 -0.50 8.10
H82 1.54 0.52 -1.76
H83 -5.76 -2.22 7.08
H84 4.18 -1.10 1.00
H85 -4.73 2.30 5.15
H86 -2.65 8.18 5.15
H87 1.38 -6.13 -6.59
H88 -1.16 6.23 0.36

The orbital gap is 7.579 eV. The net charge is +1. The calculation puts the LUMO energy at -0.1298 hartree. As for the HOMO energy: -11.1106 eV.

=====

Entry 3:
Here is a 2-piece molecular cluster, C4H8FN overall in a non-equilibrium geometry from OMol25. Energies are from ωB97M-V/def2-TZVPD.

CARTESIAN COORDINATES (ANGSTROEM)
F1 -4.62 0.06 0.29
N1 -2.36 0.35 -0.69
C1 -1.74 -0.47 0.09
C2 -0.29 -0.52 0.33
C3 0.65 0.16 -0.26
C4 2.09 0.11 0.17
H1 -3.64 0.04 -0.18
H2 -2.43 -1.30 0.37
H3 -1.83 1.09 -1.05
H4 0.00 -1.24 1.07
H5 2.22 -0.74 0.80
H6 2.93 0.17 -0.62
H7 2.14 1.07 0.80
H8 0.30 0.98 -0.97

The orbital gap is 10.225 eV. The net charge is 0. The calculation puts the LUMO energy at -0.0099 hartree. As for the SMILES: [H]/N=C\C=C\C.F. The value obtained for the energy above the lowest of the compared OMol25 structures with the same formula, charge and spin is 30.5 kcal/mol. As for the HOMO energy: -10.4955 eV.

=====

Entry 4:
Here is C4H6O2 in the gas phase in a non-equilibrium geometry from OMol25. Energies are from ωB97M-V/def2-TZVPD.

CARTESIAN COORDINATES (ANGSTROEM)
O1 -0.06 0.22 1.62
O2 -0.73 0.68 -1.70
C1 0.79 0.50 0.23
C2 0.88 -1.00 0.23
C3 -0.57 -0.67 0.58
C4 -0.60 0.61 -0.31
H1 -1.18 1.38 0.22
H2 -1.38 1.37 -1.88
H3 -1.39 -1.38 0.74
H4 1.46 -1.35 1.09
H5 1.61 1.16 -0.12
H6 1.15 -1.51 -0.70

The orbital gap is 10.579 eV. The net charge is 0. The calculation puts the LUMO energy at 0.0277 hartree. The value obtained for the energy above the lowest of the compared OMol25 structures with the same formula, charge and spin is 100.3 kcal/mol. As for the HOMO energy: -9.8245 eV.

=====

Entry 5:
Here is a 2-piece molecular cluster, C6H9F2NS overall in a non-equilibrium geometry from OMol25. Energies are from ωB97M-V/def2-TZVPD.

CARTESIAN COORDINATES (ANGSTROEM)
S1 2.78 -0.65 1.56
F1 -3.38 0.07 1.35
F2 -2.57 -1.70 0.51
N1 -0.69 0.66 -0.15
C1 -2.06 0.30 -0.73
C2 0.27 1.21 -0.80
C3 -2.29 -0.40 0.61
C4 1.01 2.19 -1.23
C5 -0.86 -0.04 0.97
C6 1.75 -1.48 0.23
H1 -1.95 -0.40 -1.47
H2 0.72 3.15 -0.76
H3 1.56 2.04 -2.18
H4 1.08 -0.66 -0.07
H5 3.94 -1.30 1.38
H6 -2.65 1.18 -0.96
H7 1.26 -2.39 0.59
H8 2.42 -1.52 -0.69
H9 -0.36 -0.25 1.84

The orbital gap (spin up / spin down) is 8.183 / 8.183 eV. The net charge is 0. The calculation puts the LUMO energy (spin up / spin down) at 0.0204 / 0.0204 hartree. The value obtained for the energy above the lowest of the compared OMol25 structures with the same formula, charge and spin is 62.1 kcal/mol. As for the HOMO energy (spin up / spin down): -7.6291 / -7.6296 eV.

=====

Entry 6:
Here is C32H48As3BiF4N4OS5 as an isolated structure from OMol25. Energies are from ωB97M-V/def2-TZVPD.

CARTESIAN COORDINATES (ANGSTROEM)
Bi1 0.54 0.60 -1.54
As1 -3.66 -3.75 1.47
As2 -2.76 1.35 1.30
As3 -0.28 -0.90 2.14
S1 -3.02 1.72 -4.09
S2 -0.54 -1.56 -2.71
S3 -3.48 -0.96 -2.97
S4 -0.01 1.51 -3.80
S5 3.79 -5.75 2.04
F1 4.17 -1.68 -4.83
F2 2.25 -0.59 -3.36
F3 7.36 1.03 -2.70
F4 5.54 2.11 -1.20
O1 -5.41 0.70 -3.67
N1 0.71 3.38 -0.95
N2 5.74 -4.59 0.71
N3 2.69 1.34 -1.51
N4 2.06 -1.45 -0.54
C1 -4.23 0.51 -3.63
C2 -3.22 -1.15 2.93
C3 1.67 2.96 0.07
C4 6.09 0.62 -2.89
C5 3.63 -3.52 0.47
C6 -3.01 3.12 2.11
C7 -0.50 3.92 -0.32
C8 -1.95 -4.00 0.54
C9 -3.40 0.37 2.90
C10 3.52 -0.16 -3.19
C11 3.28 -1.22 -0.04
C12 -1.77 -1.50 3.31
C13 3.74 0.85 -2.23
C14 4.51 -0.73 -3.95
C15 1.04 -2.09 2.98
C16 -1.77 3.66 -1.12
C17 -3.64 -1.77 1.59
C18 5.83 -0.35 -3.83
C19 -4.77 -3.80 -0.14
C20 4.10 -2.21 0.45
C21 0.26 0.70 3.15
C22 0.47 5.05 -2.87
C23 -4.12 -1.69 4.05
C24 2.94 2.39 -0.52
C25 -1.61 0.79 -3.64
C26 -1.82 -0.45 -3.15
C27 4.44 -4.63 1.04
C28 2.35 -3.76 -0.02
C29 5.11 1.20 -2.11
C30 1.61 -2.71 -0.52
C31 -4.41 1.35 0.25
C32 1.37 4.32 -1.88
H1 -2.24 3.30 2.86
H2 -3.98 -2.76 4.20
H3 1.97 3.81 0.71
H4 -2.90 0.82 3.76
H5 -4.52 0.41 -0.29
H6 -4.75 -4.80 -0.56
H7 1.18 2.24 0.73
H8 -4.36 2.16 -0.48
H9 6.61 -0.78 -4.44
H10 -1.99 2.59 -1.15
H11 -1.93 -5.01 0.13
H12 -0.61 3.43 0.66
H13 2.10 3.74 -2.45
H14 -0.04 4.36 -3.53
H15 5.07 -1.96 0.86
H16 0.96 -2.03 4.07
H17 -1.12 -3.91 1.23
H18 1.11 5.69 -3.48
H19 -1.68 4.00 -2.15
H20 0.62 -2.87 -0.91
H21 -3.99 3.18 2.59
H22 -4.40 -3.09 -0.89
H23 -1.84 -3.28 -0.27
H24 -5.17 -1.52 3.81
H25 -4.47 0.62 2.99
H26 3.61 -0.19 -0.05
H27 -0.38 4.99 -0.11
H28 3.55 2.01 0.32
H29 6.35 -5.32 1.05
H30 -0.26 5.69 -2.38
H31 3.52 3.20 -0.97
H32 -3.01 -1.39 0.77
H33 -2.62 4.17 -0.67
H34 -1.66 -2.59 3.35
H35 -5.80 -3.55 0.12
H36 6.08 -3.97 -0.01
H37 1.94 -4.76 0.00
H38 -4.66 -1.46 1.38
H39 0.88 -3.12 2.67
H40 0.25 0.50 4.22
H41 -2.94 3.89 1.35
H42 -3.91 -1.18 4.99
H43 -1.55 -1.13 4.31
H44 -5.28 1.50 0.89
H45 1.93 5.06 -1.29
H46 -0.40 1.54 2.93
H47 2.04 -1.79 2.68
H48 1.28 0.97 2.86

The orbital gap is 6.774 eV. The net charge is 0. The calculation puts the LUMO energy at -0.0242 hartree. The value obtained for the energy above the lowest of the compared OMol25 structures with the same formula, charge and spin is 18.2 kcal/mol. As for the HOMO energy: -7.4315 eV.

=====

Entry 7:
Here is C30H30Cl2N2O2S in the gas phase in a non-equilibrium geometry from OMol25. Energies are from ωB97M-V/def2-TZVPD.

CARTESIAN COORDINATES (ANGSTROEM)
Cl1 1.79 1.92 2.95
Cl2 -4.45 -4.62 3.09
S1 -0.63 0.32 3.21
O1 0.16 -0.33 4.20
O2 -1.50 1.42 3.52
N1 5.63 0.55 -1.38
N2 -4.55 0.30 -1.12
C1 5.53 2.82 -0.70
C2 0.53 1.76 0.51
C3 3.29 0.02 -1.44
C4 -2.55 -1.84 -0.95
C5 -4.05 -2.11 -1.22
C6 -1.58 -1.15 2.78
C7 2.00 0.50 -1.17
C8 -1.07 -2.44 3.07
C9 1.87 1.57 -0.21
C10 4.96 -1.82 -1.37
C11 -3.82 -2.08 2.49
C12 -3.24 0.59 -0.99
C13 0.59 1.06 1.95
C14 6.08 -0.79 -1.66
C15 -5.02 -1.00 -0.76
C16 2.97 2.45 -0.04
C17 4.34 0.90 -1.24
C18 6.51 1.65 -1.08
C19 -2.93 -0.99 2.44
C20 -0.95 0.07 -0.55
C21 -4.31 2.66 -1.20
C22 -0.74 1.43 -0.25
C23 -5.35 1.52 -1.16
C24 -2.24 -0.39 -0.87
C25 4.19 2.17 -0.65
C26 -3.03 1.97 -0.88
C27 -1.77 2.41 -0.45
C28 3.58 -1.36 -1.88
C29 -1.97 -3.53 3.13
C30 -3.35 -3.34 2.90
H1 0.42 2.70 0.96
H2 5.23 -2.78 -1.84
H3 6.97 -1.00 -1.04
H4 2.88 3.42 0.43
H5 -1.60 3.49 -0.34
H6 6.35 -0.87 -2.73
H7 5.85 3.26 0.24
H8 -0.13 -0.67 -0.44
H9 7.13 1.90 -1.96
H10 -5.99 1.49 -2.04
H11 -5.99 1.54 -0.27
H12 -6.00 -1.11 -1.23
H13 4.95 -1.96 -0.27
H14 2.82 -2.03 -1.47
H15 3.54 -1.43 -2.98
H16 -4.27 3.10 -2.20
H17 -1.94 -2.27 -1.78
H18 -4.59 3.48 -0.53
H19 5.63 3.60 -1.46
H20 -4.36 -3.06 -0.75
H21 -0.01 -2.60 3.29
H22 -4.87 -1.94 2.25
H23 1.07 0.16 1.61
H24 -1.59 -4.53 3.39
H25 -5.14 -1.06 0.35
H26 -4.16 -2.23 -2.31
H27 -2.22 -2.34 -0.02
H28 -3.27 0.02 2.19
H29 1.19 0.09 -1.84
H30 7.18 1.33 -0.25

The orbital gap is 7.161 eV. The net charge is 0. The calculation puts the LUMO energy at 0.0094 hartree. As for the SMILES: O=S(=O)(c1ccc(Cl)cc1)[C@H](Cl)C(c1cc2c3c(c1)CCN3CCC2)c1cc2c3c(c1)CCN3CCC2. The value obtained for the energy above the lowest of the compared OMol25 structures with the same formula, charge and spin is 39.3 kcal/mol. As for the HOMO energy: -6.9055 eV.

=====

Entry 8:
Here is a 14-piece molecular cluster, C10H48N20O14 overall in a non-equilibrium geometry from OMol25. Energies are from ωB97M-V/def2-TZVPD.

CARTESIAN COORDINATES (ANGSTROEM)
O1 -2.18 18.39 8.41
O2 -6.44 23.38 7.18
O3 -4.72 20.91 11.25
O4 -2.13 15.47 8.29
O5 1.15 19.40 6.33
O6 -2.34 20.80 12.71
O7 0.28 17.43 10.40
O8 -1.45 22.63 10.37
O9 -8.96 22.78 10.84
O10 -5.30 16.94 7.71
O11 -9.49 18.82 9.11
O12 -3.88 22.76 15.98
O13 -5.16 15.16 12.41
O14 -4.68 17.69 13.46
N1 -2.09 14.58 10.35
N2 -3.46 20.52 9.47
N3 -7.24 21.72 11.63
N4 -3.80 19.07 14.99
N5 -5.23 18.44 6.04
N6 -5.27 22.08 14.39
N7 -5.00 22.68 5.56
N8 0.66 19.11 11.79
N9 -7.14 22.01 9.65
N10 -4.42 18.81 10.55
N11 -0.80 20.33 6.16
N12 -3.72 15.74 9.78
N13 -5.95 18.82 14.88
N14 -4.16 23.03 7.42
N15 -4.28 16.54 5.76
N16 0.96 21.53 5.64
N17 -7.27 18.55 8.98
N18 -8.56 17.55 7.48
N19 -1.34 18.27 11.79
N20 -6.15 22.98 16.13
C1 -0.11 18.16 11.33
C2 -7.88 22.28 10.67
C3 -4.97 17.28 6.57
C4 -5.02 22.59 15.56
C5 0.49 20.38 5.99
C6 -2.60 15.25 9.37
C7 -5.31 23.07 6.81
C8 -4.79 18.45 14.41
C9 -8.53 18.30 8.60
C10 -4.29 20.15 10.43
H1 -6.22 21.99 14.08
H2 -6.98 22.96 15.56
H3 -9.41 17.57 6.94
H4 -5.78 22.70 4.92
H5 -4.14 15.61 6.11
H6 -6.51 17.95 8.67
H7 -4.03 15.42 10.68
H8 -6.32 21.41 9.62
H9 -3.94 16.93 4.89
H10 -3.14 20.47 12.31
H11 1.53 19.34 11.33
H12 -1.43 21.11 6.00
H13 -2.07 21.53 12.15
H14 -6.36 21.34 11.32
H15 -7.15 19.06 9.84
H16 -4.05 22.63 5.20
H17 -4.04 18.18 9.86
H18 -5.23 18.61 11.12
H19 -2.98 19.86 8.89
H20 -4.86 16.07 12.41
H21 -1.50 18.49 9.08
H22 -1.59 23.58 10.42
H23 -2.86 18.86 14.70
H24 -4.26 16.36 9.19
H25 1.96 21.66 5.54
H26 -3.23 21.50 9.40
H27 -0.54 22.54 10.08
H28 -4.12 23.48 8.32
H29 -6.10 23.44 17.03
H30 -5.23 18.57 5.04
H31 -2.00 17.53 11.61
H32 -7.57 21.82 12.58
H33 -7.43 22.40 8.77
H34 -6.76 18.53 14.34
H35 -4.61 21.71 13.72
H36 -3.37 22.92 6.80
H37 -1.01 19.60 6.82
H38 -5.58 15.04 13.26
H39 -7.72 17.03 7.26
H40 -6.02 19.20 15.81
H41 0.30 19.70 12.52
H42 -1.47 18.97 12.51
H43 -1.24 14.19 9.96
H44 -2.38 17.46 8.40
H45 -4.03 19.81 15.64
H46 0.29 22.27 5.50
H47 -5.92 18.98 6.54
H48 -2.36 14.35 11.30

The orbital gap (spin up / spin down) is 2.416 / 8.624 eV. The net charge is -1. The calculation puts the LUMO energy (spin up / spin down) at 0.0683 / 0.0681 hartree. As for the multiplicity: 2. As for the HOMO energy (spin up / spin down): -0.5564 / -6.7705 eV.